*one*
The molecule C2H4N2OS. Source: OMol25; level of theory: ωB97M-V with the def2-TZVPD basis set.

Last column: Mulliken charge in e.
Element x y z (Å)
S1 -1.885 1.654 -0.822  -0.1643
O1 1.027 -0.676 0.154  -0.1230
N1 -0.390 0.810 -0.683  -0.3459
N2 1.180 -1.586 1.194  -0.4680
C1 -0.184 -0.055 0.217  0.1995
C2 2.317 -2.152 0.914  -0.2525
H1 3.037 -1.844 0.170  0.2818
H2 2.676 -2.895 1.598  0.3106
H3 -1.291 2.833 -1.223  0.1533
H4 -0.805 -0.468 1.004  0.4086

SMILES ... C=NO/C=N/S
Kohn-Sham gap ... 9.5 eV
HOMO ... -0.318 Ha

*two*
A cluster of 2 separate species, C2H4N2OS in total. Source: OMol25; level of theory: ωB97M-V with the def2-TZVPD basis set.

Last column: Mulliken charge in e.
Element x y z (Å)
S1 0.457 -1.652 -1.590  0.5736
O1 -0.417 -1.478 -2.703  -0.4871
N1 1.864 -1.482 -1.919  -0.4020
N2 0.367 0.195 0.676  -0.4511
C1 -0.530 0.777 1.288  0.6165
C2 -1.496 1.196 2.073  -1.0312
H1 -1.386 1.296 3.045  0.3195
H2 1.132 0.739 0.304  0.2738
H3 2.257 -1.342 -2.899  0.3031
H4 -2.246 1.751 1.725  0.2849

Kohn-Sham gap ... 9.5 eV
HOMO ... -0.344 Ha

*three*
The molecule C2H4N2OS. Source: OMol25; level of theory: ωB97M-V with the def2-TZVPD basis set.

Last column: Mulliken charge in e.
Element x y z (Å)
S1 -2.661 0.105 0.029  -0.1950
O1 -0.533 1.543 -0.078  -0.6609
N1 1.284 -0.674 -0.020  -0.4048
N2 1.844 0.523 0.028  -0.2095
C1 -0.924 0.376 -0.023  0.9612
C2 0.000 -0.762 -0.057  -0.3407
H1 2.842 0.522 0.137  0.1974
H2 -0.439 -1.744 -0.028  0.2396
H3 1.232 1.362 0.123  0.2837
H4 -2.646 -1.251 -0.110  0.1291

SMILES ... N/N=C\C(=O)S
Kohn-Sham gap ... 9.4 eV
HOMO ... -0.340 Ha

*four*
The molecule C2H4N2OS. Source: OMol25; level of theory: ωB97M-V with the def2-TZVPD basis set.

Last column: Mulliken charge in e.
Element x y z (Å)
S1 -2.391 1.239 -0.356  -0.2058
O1 -0.792 0.337 1.407  -0.6135
N1 1.259 -0.595 -0.413  -0.4005
N2 1.459 -0.948 0.816  -0.2355
C1 -0.864 0.435 0.221  0.9359
C2 0.147 0.010 -0.726  -0.3960
H1 0.769 -0.720 1.543  0.2809
H2 0.069 0.336 -1.783  0.2538
H3 2.516 -1.150 0.934  0.2665
H4 -2.172 1.056 -1.644  0.1142

SMILES ... N/N=C\C(=O)S
Kohn-Sham gap ... 9.4 eV
HOMO ... -0.339 Ha

Most stable structure - *three*; separation to the second - 0.253 eV.